# 1
3 unconnected molecules or ions with the total composition C14H26N2O4, computed with wB97M-V/def2-TZVPD.

```
46
Properties=species:S:1:pos:R:3:mulliken_charge:R:1
O 3.2363 -0.6380 -1.4359 -0.39
O 4.7607 -1.1373 -3.0101 -0.54
O -0.8411 -3.6526 1.9526 -0.43
O -0.9830 3.9434 -0.3074 -0.37
N 2.5500 -1.1633 -3.6632 -0.30
N 0.5211 -1.6340 -2.6149 -0.49
C -0.6202 -1.2020 -2.0861 -0.63
C -1.0146 5.2187 0.3088 -0.34
C 0.3510 -5.4624 3.1140 -1.06
C -0.9552 0.1140 -2.0774 -0.34
C -0.3155 -4.9625 1.8435 -0.29
C 3.5939 -0.9773 -2.7381 0.49
C -1.7659 2.9343 0.3087 0.38
C 1.2630 -0.7097 -3.1125 0.67
C 0.9945 0.6364 -3.1951 -0.29
C 0.0982 -2.6296 2.2316 -0.43
C -0.1693 1.1377 -2.6622 -0.78
C 1.1658 -2.4721 1.1627 -0.98
C -0.4927 5.2211 1.7353 -1.04
C -3.2507 3.2554 0.3389 -1.25
H 0.5526 -2.7845 3.2168 0.33
H -0.4303 2.1837 -2.6717 0.52
H -3.8165 2.3977 0.7043 0.41
H 2.7488 -0.6478 -4.5106 0.36
H -0.4801 -1.7068 2.2976 0.33
H -0.4248 6.2420 2.1116 0.39
H -3.4670 4.0993 0.9958 0.35
H -1.3913 2.7209 1.3157 0.29
H 1.7801 -1.5941 1.3639 0.41
H 0.6231 -6.5132 3.0106 0.39
H -1.8879 0.3750 -1.5943 0.53
H 0.7126 -2.3651 0.1770 0.29
H 1.7095 1.3030 -3.6584 0.36
H 1.8292 -3.3378 1.1245 0.28
H 0.3700 -5.0301 0.9916 0.29
H -0.3198 -5.3527 3.9674 0.28
H -1.1658 -5.6044 1.6103 0.34
H 1.2617 -4.9041 3.3380 0.27
H 3.1523 0.3231 -1.4411 0.31
H -1.2740 -1.9460 -1.6527 0.51
H -0.3808 5.8600 -0.3044 0.32
H -3.6072 3.5165 -0.6588 0.30
H -1.1485 4.6630 2.4058 0.26
H -1.6030 2.0423 -0.2839 -0.32
H 0.4947 4.7598 1.7831 0.29
H -2.0242 5.6411 0.2622 0.30
```

## Properties
SMILES string = O=C(O)Nc1ccccn1.CCOCC.CCOCC
relative energy (zero: lowest compared OMol25 entry of this formula, charge and spin) = 16.8 kcal/mol
spin multiplicity = 1



# 2
C14H26N4O2 in the gas phase, computed with wB97M-V/def2-TZVPD.

```
46
Properties=species:S:1:pos:R:3:mulliken_charge:R:1
O -0.9423 -2.6190 1.7029 -0.70
O -1.4099 2.8899 1.8882 -0.68
N -1.8249 -0.5934 2.1537 -0.23
N -1.3212 -1.1690 -0.0174 0.12
N -2.0507 0.7226 1.7737 -0.15
N 0.1703 1.2605 2.0975 0.02
C -1.3334 -1.5519 1.2792 0.31
C -1.8625 -0.7627 -3.6104 -0.90
C -0.0670 -1.6108 -2.0813 -1.00
C 2.1076 1.1734 -0.1220 0.16
C 3.5184 0.8635 1.9436 -0.91
C -0.5736 -0.4090 -2.8749 -0.39
C -2.4329 -2.4270 -1.8193 -0.97
C 1.3213 2.1449 2.0767 -0.18
C -1.1186 -2.1197 -1.0918 -0.33
C -2.9302 -1.2287 -2.6250 -0.56
C 2.4803 1.5142 2.8630 -0.93
C -1.0853 1.7236 1.9288 0.41
C 2.8431 0.1615 0.7704 -0.56
C 1.7454 2.4531 0.6383 -1.11
H -2.2631 -3.2682 -2.4937 0.43
H 3.5900 -0.3754 0.1830 0.57
H 1.1998 0.7172 -0.5190 -0.55
H 2.9673 2.2762 3.4724 0.34
H 4.2029 1.6207 1.5577 0.31
H 2.5993 3.1302 0.6735 0.36
H -3.1860 -2.7297 -1.0888 0.36
H -3.0025 1.0550 1.8881 0.19
H 0.9317 2.9718 0.1296 0.54
H -0.7518 -3.0292 -0.6032 0.49
H 2.0714 0.7657 3.5445 0.33
H 0.9875 3.0717 2.5550 0.49
H -1.6906 -0.7999 3.1381 0.26
H 0.1899 -0.0983 -3.5910 0.40
H -2.2237 0.1038 -4.1678 0.37
H -0.7552 0.4341 -2.2041 0.22
H -1.7696 -0.2936 -0.2418 0.41
H -3.1905 -0.4062 -1.9542 0.30
H 0.8455 -1.3525 -1.5412 0.24
H 2.1473 -0.5876 1.1574 0.09
H 4.1109 0.1482 2.5164 0.45
H -1.6604 -1.5617 -4.3274 0.34
H 0.3480 0.2786 1.9544 0.21
H -3.8376 -1.5069 -3.1647 0.36
H 0.1727 -2.4212 -2.7720 0.49
H 2.7330 1.4413 -0.9753 0.60
```

## Properties
SMILES string = O=C(NNC(=O)NC1CCCCC1)NC1CCCCC1
relative energy (zero: lowest compared OMol25 entry of this formula, charge and spin) = 0.0 kcal/mol
spin multiplicity = 1



# 3
A molecular structure, C14H27BClINO5S, computed with wB97M-V/def2-TZVPD.

```
51
Properties=species:S:1:pos:R:3:mulliken_charge:R:1
I 2.7386 -2.9398 -1.1307 0.39
Cl -1.0607 -3.9719 2.5036 -0.16
S -3.4818 3.1942 -0.3518 1.21
O -2.9730 3.5523 1.1474 -0.47
O -4.5448 4.0838 -0.6651 -0.63
O 3.8024 -1.6403 1.1591 -0.38
O 0.7535 -0.6001 -2.3541 -0.55
O -2.3558 3.2719 -1.2406 -0.59
N 2.0090 -1.0062 -0.5045 -0.57
C -4.1849 1.5151 -0.2999 -0.94
C 2.0313 1.2606 -1.8287 -0.41
C 2.6842 1.8537 -2.8079 -1.02
C -2.6178 -0.4378 -0.6433 -0.16
C -3.5467 0.5719 -1.3832 -0.79
C 4.5372 0.8979 1.9582 -1.19
C -0.1887 -0.5986 -1.2712 0.09
C -1.1438 -1.2821 2.4930 -1.19
C 0.1859 -2.5115 0.6039 -1.72
C 0.5897 -1.1508 0.0213 0.66
C 3.0912 0.7921 1.3095 -0.20
C -1.5939 -1.1645 -1.5743 -1.18
C 2.0378 -0.2649 -1.8196 0.22
C -1.1145 -2.4521 1.4912 0.36
B 2.9850 -0.6379 0.6402 0.52
H 2.3765 0.9388 2.1470 0.32
H -3.9419 1.1205 0.7067 0.42
H -1.1059 -0.2857 2.0237 0.13
H -1.6817 -2.2487 -1.3766 0.29
H 3.4411 1.3237 -3.4033 0.27
H 0.5262 -0.2751 0.6953 0.40
H -0.0407 -3.2549 -0.1787 0.66
H -3.2769 -1.1523 -0.1158 0.55
H -3.0431 1.1354 -2.1807 0.53
H 4.8170 1.9402 2.1648 0.38
H -2.0192 -2.5520 0.8830 0.20
H 4.6657 0.2215 2.8128 0.31
H 5.2372 0.5299 1.1819 0.31
H -4.3978 -0.0122 -1.7779 0.33
H 1.5341 1.9063 -1.0978 0.42
H 3.0246 1.6399 0.6083 0.28
H 0.9574 -2.9156 1.2859 0.45
H 2.5203 2.9090 -3.0543 0.31
H -2.1020 -1.3542 3.0413 0.42
H -0.4148 0.4766 -1.0895 0.35
H -2.0916 0.1278 0.1511 -0.16
H 3.2726 -2.0406 1.8787 0.33
H -0.3559 -1.3591 3.2640 0.34
H 2.8489 -0.6769 -2.4342 0.53
H -5.2806 1.5570 -0.3527 0.49
H -2.2194 2.9874 1.3915 0.33
H -1.8894 -1.0217 -2.6271 0.53
```

## Properties
electronic energy = -58809.7943 eV
spin multiplicity = 1
charge = +1